1.
8
Properties=species:S:1:pos:R:3:forces:R:3 method="wB97M-V/def2-TZVPD" smiles="CC(=S)C#N" homo_ha=-0.3501 orbital_gap_ha=0.285 e_lumo_ev=-1.772 spin_multiplicity=1 charge=0
S -0.65581 -2.07366 -0.31347 0.9 3.0 0.9
N -0.05154 -0.08285 2.61840 0.0 0.3 1.0
C -0.14986 -0.23662 1.48897 0.4 0.4 1.5
C -0.17919 -0.47091 0.14114 -1.9 -4.4 -2.9
C 0.15660 0.54271 -0.86300 3.8 0.0 3.2
H -0.35692 0.35768 -1.70917 -0.9 -0.9 -3.2
H 1.33910 0.45049 -0.83610 -2.2 0.5 -0.9
H -0.10239 1.51316 -0.52677 0.0 1.1 0.5

2.
264
Properties=species:S:1:pos:R:3:forces:R:3 method="wB97M-V/def2-TZVPD" smiles=COCCNCCOC.COCCNCCOC.COCCNCCOC.COCCNCCOC.COCCNCCOC.COCCNCCOC.COCCNCCOC.COCCNCCOC.COCCNCCOC.COCCNCCOC.COCCNCCOC homo_ha=-0.3028 orbital_gap_ha=0.324 e_lumo_ev=0.573 spin_multiplicity=1 charge=0
O 3.08846 -6.22400 2.05545 0.3 0.7 0.3
O -2.80436 6.16260 -6.38542 0.2 0.0 1.9
O 4.01184 1.77692 -4.68899 0.3 -0.8 0.3
O 3.86474 -2.13310 6.35986 0.4 0.2 0.3
O -1.00371 1.88181 -5.04693 0.7 -0.4 -0.2
O 2.88432 -0.69670 3.35406 0.3 0.8 -0.1
O -1.22151 -6.31777 2.63052 -0.1 -0.4 -1.2
O 5.16391 -0.59907 -8.86280 -0.5 -0.8 -1.1
O 3.24926 4.57245 -0.19962 -1.0 1.0 -0.2
O 0.21801 3.70408 -9.04785 0.3 -0.7 0.1
O -2.42233 -1.91547 1.12273 -0.9 1.3 0.5
O -6.65780 -9.83690 1.10144 0.1 -0.2 -0.7
O -0.34090 2.25013 5.86670 0.4 0.4 -0.1
O -5.72958 1.87407 1.59561 1.7 1.4 1.1
O 8.10831 5.28125 -1.01310 -0.6 1.0 0.1
O -6.39797 2.35912 7.52652 -0.2 0.3 0.6
O 0.26613 0.43739 -0.76094 0.1 -1.0 0.9
O -0.63341 -6.16902 -2.74365 0.5 0.5 0.3
O -3.09086 -2.34115 6.66314 0.6 0.0 0.4
O -2.74713 5.25861 -1.40987 0.5 0.1 0.4
O 6.43710 3.92799 6.14146 0.1 0.2 0.5
O -3.20865 -1.83747 -2.80173 2.5 -1.7 -0.5
N -0.22679 1.15527 -7.88640 -0.3 0.3 -0.1
N -3.61378 -7.92264 2.25548 0.7 0.3 1.1
N 4.73470 1.61216 3.90720 -1.0 -1.4 0.6
N 5.88606 3.43606 -0.37172 0.7 -0.2 -0.4
N -4.23812 5.33440 -3.92715 0.3 0.3 0.7
N 2.80492 0.51849 6.37377 0.4 -0.7 -0.5
N -5.31169 0.44824 -0.89559 0.8 0.2 0.6
N -5.09790 -0.05274 6.52008 -0.4 -0.7 0.6
N -2.33967 0.70224 0.71821 0.5 0.7 -1.5
N 2.58329 -0.09216 -7.55720 1.5 -0.2 0.9
N 2.30059 -5.40047 -0.50834 -0.7 -1.0 -0.8
C 4.28007 -6.50455 2.80461 -1.0 0.3 -0.3
C -4.08665 -0.38050 7.54294 0.1 0.5 -0.9
C -0.98981 0.39942 -6.92042 0.7 -0.5 -0.1
C -6.55360 3.44092 8.47130 1.5 -1.3 -0.1
C -1.82448 1.14941 -5.93909 0.3 0.5 0.6
C -3.68975 -0.57898 -2.53225 -2.2 0.7 -0.1
C 3.92074 -1.09289 -9.42783 0.6 -0.4 0.2
C -6.86564 -9.68928 -0.32812 1.2 0.0 0.5
C -0.17399 -6.02779 3.50558 -0.9 -0.1 1.0
C -4.89398 3.01679 1.23352 -0.7 -1.4 0.2
C -4.15616 5.83685 -6.37372 -1.3 -0.5 -0.2
C 3.50097 -0.06425 7.49115 0.7 -0.1 0.7
C -2.05178 4.65684 -0.33217 -1.0 -0.6 0.1
C 8.38191 6.01142 -2.20422 0.3 -1.4 0.6
C -1.63689 2.81584 -4.20116 0.3 -0.2 -0.2
C 7.30623 3.31347 -0.03458 0.3 -0.8 0.5
C -4.89862 -8.11203 1.64748 -1.4 -0.2 0.3
C -5.31776 -9.61191 1.51556 1.2 0.0 0.1
C 1.31822 -5.37436 -1.62813 0.2 1.0 0.0
C 5.83779 2.18944 4.65494 0.2 -0.9 0.7
C -1.12580 -7.64933 2.16613 -1.9 -0.9 0.3
C 1.57595 4.15083 -9.15022 -0.4 -1.2 -0.2
C 6.36697 -1.02322 -9.54205 -0.4 1.3 1.3
C 0.91337 1.70739 5.47457 -0.1 0.0 0.4
C 1.83935 4.92528 -0.27759 1.5 -0.7 0.0
C -6.69586 1.08082 8.09579 -0.5 0.1 -0.7
C 6.02579 4.93553 7.04354 -0.1 -0.3 0.5
C 1.55982 1.13074 6.73186 -1.2 -0.2 -0.4
C 3.37414 0.92903 -6.85656 -0.9 0.4 1.0
C 3.86333 -0.14312 2.45449 0.0 -0.7 0.1
C 1.85092 -1.29657 2.59569 0.0 0.4 0.4
C 4.71885 -3.08640 5.76611 0.8 0.2 -0.1
C -1.74037 -1.87830 -2.75797 -1.5 1.0 -0.4
C -6.42776 0.24723 0.04929 0.3 -0.5 -1.7
C -0.33623 1.64812 -0.43257 -0.1 0.8 0.6
C -2.83773 -0.96618 6.86490 -0.6 0.3 0.2
C -2.03315 5.52669 -7.34993 -0.2 0.7 -0.5
C -1.13216 2.64727 4.77130 -0.2 -0.2 0.1
C 4.99244 3.29257 0.76322 0.3 1.0 0.5
C -4.77297 6.19418 -4.97866 1.6 -0.4 -1.9
C -4.72393 5.74159 -2.59009 -0.8 0.0 -0.4
C -4.12286 4.98673 -1.42866 -0.7 -0.6 -0.1
C 0.82785 0.33066 -2.03941 -1.2 0.4 -0.7
C -2.37067 -1.08305 2.29381 1.6 -1.6 0.4
C -2.95521 0.23294 1.92385 0.8 0.4 0.7
C 5.08609 0.36464 3.22900 -0.3 -0.8 -0.3
C 2.93076 -4.81823 1.76429 0.4 -0.5 -0.8
C 0.07752 -6.26225 -1.52748 0.5 -0.4 0.3
C 8.26424 3.91671 -1.02670 0.1 -1.0 -1.6
C -2.04183 -3.01316 6.01273 -0.4 0.0 -1.2
C -2.46314 -7.99167 1.42132 1.6 0.8 -0.6
C -1.66721 -3.08027 1.05661 -0.2 -0.5 0.5
C 2.79506 -0.17990 -8.96576 -0.4 -0.3 -0.8
C 4.47090 1.50644 -3.35748 -0.6 0.0 -0.6
C -1.82504 -6.92005 -2.65727 0.8 0.8 0.0
C -4.90697 -0.75299 -1.58327 0.3 -0.8 0.0
C -0.09524 2.53163 -9.86002 0.3 0.9 -0.1
C 3.52256 3.32042 0.36860 -0.1 -1.0 -0.2
C 3.63248 0.57559 -5.37065 1.1 1.0 -1.5
C -6.73205 1.55154 0.70929 -1.0 -0.2 -0.5
C 5.40525 3.51518 5.26804 0.2 0.4 0.0
C 1.85154 -4.74516 0.68925 -1.1 -0.2 0.9
C -1.01058 1.66211 -8.98659 0.2 -0.2 -1.4
C -6.48643 0.01653 6.99585 0.6 1.0 0.4
C -1.12644 1.52138 0.87397 0.4 -0.9 0.3
C 4.52982 -1.05090 6.99467 1.2 -0.3 -0.2
H -2.50571 -7.22704 0.60181 -0.1 -0.6 0.0
H 5.27675 0.76711 -3.27177 -0.2 -0.1 -0.4
H 2.72039 0.17443 -4.97934 -0.4 -0.6 0.6
H -2.11959 -0.11504 0.14839 0.0 0.2 0.1
H -2.46209 1.82876 -6.47701 -0.8 0.4 -0.2
H 5.37142 -2.61869 4.98923 -0.4 -0.2 0.4
H 0.35117 -7.32777 -1.34464 0.1 0.4 -0.1
H 4.40514 -5.85719 3.68722 -0.2 -0.1 -0.2
H 7.56491 3.71963 0.94287 -0.2 0.4 0.4
H 1.40668 -3.78491 0.39571 0.7 0.3 0.5
H 5.73384 5.83227 6.51377 -0.1 0.4 -0.2
H 6.71084 2.25357 3.97157 -0.5 0.5 0.4
H 1.77543 1.98169 7.40041 -0.3 -0.4 0.0
H 1.13532 -1.65093 3.35205 -0.1 0.1 -0.6
H -4.52163 -1.09103 8.23551 0.1 -0.4 0.1
H -1.05735 5.96928 -7.24706 0.5 -0.1 -0.2
H 5.41106 -3.63650 6.46672 -0.8 0.6 -0.2
H 9.33517 3.64447 -0.81121 -0.9 -0.1 -0.1
H -4.35519 3.86745 -1.53701 0.5 1.3 0.1
H -6.86962 2.35367 -0.00134 -0.1 0.2 -0.6
H 5.30420 2.39379 1.30426 -0.5 0.0 0.0
H -2.46417 5.85272 -8.29715 0.3 -0.6 -0.6
H -0.18878 -4.95244 3.61227 0.5 0.3 0.2
H -1.31045 -1.00250 2.60150 -0.1 0.2 -0.2
H -3.20844 5.43335 -3.93330 -0.8 0.0 -0.1
H 4.08471 -1.02609 1.83334 0.6 0.6 -0.4
H -1.43611 2.51715 1.15243 0.0 0.4 0.3
H -0.98932 4.71123 -0.52563 0.2 0.1 -0.1
H 3.28617 2.51705 -0.36269 0.1 0.2 0.2
H -6.09478 -10.26333 -0.91178 -0.6 0.4 0.6
H 0.02131 0.32931 -2.79527 0.3 0.2 0.1
H 2.87526 0.78877 -9.45624 0.4 0.5 -0.1
H 5.26203 4.27367 4.47229 -0.1 -0.2 0.3
H -5.02470 -7.57877 0.69485 0.1 -0.1 -0.1
H 0.24676 1.92725 -7.43634 0.0 0.2 0.2
H 4.46681 3.43781 5.86725 0.3 -0.3 -0.6
H -6.10452 0.86353 9.00078 0.0 0.2 -0.2
H -2.92303 0.06429 -2.12291 0.2 0.4 0.3
H -0.27187 -7.84702 1.51063 0.1 0.4 -0.1
H -2.37612 0.40047 -5.38877 -0.7 -0.1 0.3
H -4.88837 0.83863 6.12458 0.3 0.6 -0.4
H -3.51599 -7.03665 2.74260 -0.6 -0.2 0.1
H 1.64648 5.13271 -8.69333 -0.1 0.1 -0.2
H -1.07863 1.96044 -1.16269 0.0 0.0 -0.7
H -4.65883 5.35655 -0.50801 0.6 -0.3 -0.5
H 5.32995 -0.49142 3.91083 0.2 0.7 -0.1
H -2.85766 -1.56239 3.13844 -0.5 -0.1 0.1
H -1.52241 -7.90218 -2.34987 -0.4 -0.9 0.2
H 3.61748 1.18529 -2.74896 0.2 -0.1 0.1
H -2.07817 3.04849 5.14903 0.3 0.1 0.0
H 1.46300 1.17973 -2.25366 0.5 0.2 -0.1
H 2.77963 1.85639 -6.75944 0.3 0.2 -0.5
H -7.76441 1.05859 8.36178 0.1 0.0 0.2
H -5.73671 -1.06940 -2.20379 -0.3 -0.3 -0.2
H -1.64794 -0.29851 -7.44948 0.1 0.0 0.0
H -4.40555 7.20891 -4.90924 -0.3 0.8 0.6
H 1.86523 -0.56978 -9.36754 -0.2 -0.4 -0.3
H -1.96737 4.44413 -7.24170 -0.2 -0.1 -0.1
H -0.52888 -5.97871 -0.65087 -0.2 0.2 -0.2
H -6.77897 -0.94311 7.42369 -0.1 -0.1 -0.2
H 1.61002 0.05349 -7.40200 -0.5 0.2 0.1
H 5.17243 -1.44047 7.82764 -0.5 0.3 -0.4
H -0.45237 1.13919 1.68007 -0.3 0.1 -0.4
H 4.00338 -1.07225 -10.53894 -0.1 0.1 0.5
H 0.43103 2.46647 -0.33838 -0.6 -0.6 0.0
H -1.89092 2.28647 -8.73449 0.2 -0.2 0.2
H 2.90659 3.14873 1.26667 0.1 0.1 0.0
H -4.32946 4.76162 -6.64657 0.2 0.6 0.3
H -1.91024 -2.57492 4.98700 0.1 -0.4 0.6
H 1.01776 -5.28098 1.20450 0.0 0.2 -0.5
H 2.64887 -4.30297 2.66655 -0.2 0.4 0.5
H 4.03974 -3.78639 5.30069 0.1 -0.4 -0.2
H -2.81822 0.99799 2.70588 0.0 -0.4 0.0
H 2.30524 3.46979 -8.64589 -0.6 0.3 -0.2
H -7.85848 -10.03131 -0.64684 0.2 0.1 0.6
H -0.39953 -6.50497 4.46742 0.1 0.2 0.2
H -4.67614 -1.60617 -0.89722 0.0 0.5 -0.2
H 5.75840 4.33473 -0.79987 -0.2 0.4 -0.1
H 1.68341 2.39576 5.11255 -0.5 0.7 -0.4
H -2.26374 -6.92069 -3.63772 -0.4 -0.1 -0.3
H 2.64563 -0.27506 5.75297 -0.2 0.3 -0.3
H 6.76960 -1.91127 -9.04780 0.0 -0.1 -0.4
H -3.75554 0.47874 8.14745 -0.2 0.1 -0.1
H -2.12254 -3.92277 1.61683 0.2 0.3 -0.2
H -4.55386 2.88576 0.21256 0.2 0.0 -0.1
H 2.77737 -0.58657 8.15186 0.5 0.2 0.1
H -2.45296 -6.43251 -1.92152 -0.6 -0.2 0.2
H -1.35164 -2.82346 -3.08218 -0.2 -0.7 0.2
H 6.24521 -1.12861 -10.61606 -0.2 -0.3 -0.1
H 5.15116 -6.44552 2.17666 0.5 0.3 -0.4
H -5.44392 3.96552 1.28705 0.1 -0.2 0.3
H 4.86507 2.42569 -2.97747 0.1 0.6 0.3
H -0.61721 3.38841 4.15459 -0.1 0.1 -0.1
H -0.55441 2.90571 -10.80239 -0.2 -0.3 0.6
H -4.11738 -0.15257 -3.46992 0.6 0.2 0.4
H -4.47433 0.71569 -0.36435 -0.4 0.3 0.0
H -7.67459 1.42721 1.22526 -0.4 0.2 0.5
H 4.33258 1.11261 -7.33900 -0.2 0.0 -0.2
H -7.28448 -0.13723 -0.56625 0.5 0.4 0.7
H -1.43818 -1.59415 -1.76161 0.3 -0.2 0.5
H 6.19508 1.52781 5.50268 -0.3 0.5 -0.6
H 1.33561 -0.61761 -2.14698 0.4 -0.1 0.3
H -5.13486 -10.09307 2.50309 -0.6 0.4 -0.5
H -2.35214 -4.05980 5.90619 0.1 0.2 0.0
H 3.42024 0.66581 1.85196 0.0 -0.2 0.1
H 2.24491 -2.12512 2.00146 0.0 -0.2 0.1
H -6.70035 4.36872 7.93973 0.1 0.1 -0.2
H -6.18718 -0.49961 0.82342 -0.1 0.0 -0.1
H 1.78512 4.13825 -10.21726 0.6 0.5 -0.1
H 7.98843 3.55091 -2.06198 0.4 0.0 0.8
H -7.13862 0.29852 6.14294 0.3 -0.4 0.5
H -1.37011 0.76921 -9.56187 0.1 0.8 0.3
H -1.03856 -8.31205 3.04262 0.1 0.0 -0.1
H 3.89440 -4.43701 1.41372 0.0 0.2 -0.1
H -0.24881 -0.18588 -6.37985 -0.1 -0.4 0.4
H -4.00172 0.07899 1.84263 -1.1 0.2 -0.5
H -6.73520 -8.62820 -0.54916 -0.2 0.0 -0.4
H 7.60364 2.26521 0.05426 -0.3 -0.3 -0.1
H -2.66821 -0.46969 5.88206 0.0 -0.1 0.5
H -1.67466 -3.29354 -0.00265 0.3 -0.5 -0.3
H 4.10126 0.69294 8.03963 -0.7 -0.2 0.0
H -2.27600 5.10964 0.65735 0.0 0.1 -0.5
H -4.58398 -10.10909 0.84323 -0.5 0.1 0.0
H -4.03372 2.96514 1.91509 -0.3 0.3 -0.2
H -1.96850 3.67012 -4.76785 -0.3 0.5 -0.4
H -4.65387 6.83751 -2.39781 0.2 -0.5 -0.2
H -2.51073 2.39661 -3.69849 0.1 -0.1 0.3
H -5.62014 -7.67074 2.34363 -0.1 0.0 -0.2
H 2.39754 -6.36210 -0.19154 0.5 -0.2 -0.5
H -1.38742 1.78218 4.14794 0.1 0.0 -0.1
H 1.34088 4.36006 -1.06999 0.0 0.0 0.0
H -5.85267 6.18950 -5.09940 -0.1 -0.2 0.5
H 5.09515 4.15886 1.47518 0.1 -0.6 -0.3
H -5.79447 5.48387 -2.53990 0.1 0.2 -0.2
H 1.37371 4.71913 0.67565 -0.3 -0.2 0.4
H 0.82924 2.00812 -10.20128 -0.5 0.1 0.7
H 4.50024 -0.08599 -5.38785 -0.3 -0.6 0.5
H 4.16317 -7.52972 3.08738 0.1 -0.6 0.5
H -2.38034 3.60337 -0.27440 0.3 0.2 0.0
H 5.95830 0.48333 2.55031 -0.6 0.1 0.3
H 1.43214 -0.57375 1.86692 -0.2 -0.3 0.4
H 0.79611 0.43489 7.18134 0.8 0.5 0.1
H 9.47288 5.94877 -2.37926 -0.4 0.5 -0.2
H -4.63738 6.46200 -7.16532 -0.2 -0.4 0.5
H -0.86183 3.16929 -3.51114 -0.3 -0.2 0.1
H 3.98521 1.26789 4.56986 0.9 1.1 -0.5
H -2.38676 -8.99290 1.01973 0.2 -0.2 -0.4
H 7.04531 -0.16876 -9.36382 0.0 -0.6 -0.2
H -5.62987 3.47148 9.09977 -0.6 0.3 -0.3
H -1.96533 -0.75927 7.51726 -0.1 -0.4 -0.3
H 0.71927 1.00725 4.65264 0.3 -0.5 0.2
H -1.07844 -2.98943 6.52409 0.0 0.2 0.3
H 0.96502 -4.31983 -1.73415 0.2 -0.6 0.1
H 8.01536 6.94880 -1.85071 0.2 1.2 -0.8
H 1.82409 -5.58697 -2.57960 0.0 -0.2 0.3
H 1.76299 5.98875 -0.46730 0.2 0.1 -0.2
H 6.85151 5.18560 7.72647 -0.1 -0.2 -0.4
H -7.38485 3.25532 9.12414 -0.6 -0.1 0.3
H 3.68320 -2.16189 -9.13090 0.5 1.0 -0.1
H 5.16646 4.61650 7.67940 0.4 0.0 -0.4
H -1.30215 -1.13445 -3.43331 -0.3 0.1 -0.1
H -0.64473 -2.93821 1.41928 0.1 0.1 0.0
H 0.75285 -6.44610 3.17399 0.9 0.1 -0.4
H 7.83692 5.62422 -3.09895 0.2 0.2 0.7
H 5.24251 -0.52126 6.28066 -0.8 -0.6 0.5

3.
15
Properties=species:S:1:pos:R:3:forces:R:3 method="wB97M-V/def2-TZVPD" s2=0.756 homo_ha="-0.5478 / -0.5409" orbital_gap_ha="0.402 / 0.108" e_lumo_ev="-3.969 / -11.777" spin_multiplicity=2 charge=+1
O 0.35624 0.34561 -0.67091 -0.5 0.5 -0.7
O 0.25244 0.13441 3.04247 -0.3 -0.2 -0.3
O -0.04157 -0.18535 -3.50528 0.1 0.6 -0.8
O -1.68370 2.44888 -0.81487 -0.4 -0.5 0.1
O 0.50567 -2.82805 1.30312 0.3 0.2 -0.5
H 0.10733 -1.12575 -3.40678 0.2 -1.1 -0.1
H -0.38565 -2.67340 0.99029 -0.4 -0.2 0.0
H 1.04086 -0.13062 3.51616 0.3 0.0 0.3
H 1.24717 0.59559 -0.42598 0.6 0.1 0.0
H -1.45883 2.74252 -1.69773 0.0 0.4 -0.7
H -0.85329 2.46150 -0.33897 0.5 0.1 0.5
H 0.04302 -0.17897 0.06593 -0.3 -0.6 0.5
H 0.51468 -2.46779 2.18989 0.0 0.1 0.4
H 0.56829 0.73649 2.36869 0.1 0.3 0.1
H -0.21264 0.12498 -2.61609 -0.2 0.4 1.3

Among the records above, which one has the highest charge? H10O5